Version A
C31H33BiClN2O2Si2 as an isolated structure, computed with wB97M-V/def2-TZVPD.

Calculated values
HOMO-LUMO gap (eV): 6.079
Total charge: +1
Lowest unoccupied orbital energy (Ha): -0.138

Element x y z (Å)
C  -2.09  -5.12  0.49
C  -0.74  -5.12  1.02
C  -0.70  -4.22  2.11
H  0.04  -5.81  0.73
C  -1.94  -3.57  2.22
C  -2.83  -4.08  1.25
H  -3.91  -3.92  1.24
H  -2.57  -5.89  -0.11
H  0.14  -4.09  2.80
H  -2.18  -2.80  2.94
Bi  -1.55  -3.21  -0.88
Si  0.40  3.88  -1.07
C  2.15  4.09  -1.69
C  2.58  5.18  -2.45
H  1.89  5.99  -2.70
C  3.92  5.27  -2.87
H  4.26  6.14  -3.46
C  4.84  4.26  -2.54
H  5.88  4.31  -2.88
C  4.42  3.18  -1.74
H  5.14  2.41  -1.44
C  3.09  3.11  -1.32
H  2.79  2.28  -0.67
C  0.30  4.90  0.50
C  1.46  5.25  1.22
H  2.44  5.13  0.75
C  1.39  5.77  2.53
H  2.31  6.00  3.08
C  0.13  6.04  3.10
H  0.08  6.42  4.13
C  -1.03  5.84  2.34
H  -2.00  6.13  2.76
C  -0.93  5.32  1.03
H  -1.84  5.24  0.42
H  0.48  2.49  -0.57
Si  -0.30  -0.78  -0.15
C  -0.68  -0.27  1.58
C  0.41  -0.12  2.44
H  1.42  -0.21  2.04
C  0.21  0.18  3.79
H  1.07  0.23  4.45
C  -1.10  0.31  4.27
H  -1.26  0.59  5.31
C  -2.21  0.13  3.43
H  -3.22  0.14  3.83
C  -1.99  -0.17  2.08
H  -2.84  -0.31  1.40
C  1.53  -1.04  -0.47
C  2.18  -2.13  0.13
H  1.64  -2.81  0.80
C  3.55  -2.35  -0.09
H  4.05  -3.20  0.40
C  4.24  -1.47  -0.93
H  5.30  -1.62  -1.11
C  3.61  -0.37  -1.53
H  4.17  0.35  -2.14
C  2.24  -0.18  -1.34
H  1.72  0.66  -1.81
H  -0.76  3.99  -2.05
Cl  -1.09  0.53  -1.55
C  -3.55  -6.54  -4.05
O  -4.42  -5.44  -3.64
C  -3.84  -4.63  -2.75
O  -2.64  -4.78  -2.41
N  -4.63  -3.66  -2.26
N  -4.09  -2.85  -1.21
H  -3.35  -7.20  -3.20
H  -2.61  -6.17  -4.48
H  -4.13  -7.08  -4.81
H  -5.61  -3.62  -2.51
H  -4.29  -1.87  -1.41
H  -4.57  -3.06  -0.33

Version B
C31H33BiClN2O2Si2 as an isolated structure, computed with wB97M-V/def2-TZVPD.

Calculated values
HOMO-LUMO gap (spin up / spin down) (eV): 4.975 / 4.976
Total charge: +1
Lowest unoccupied orbital energy (spin up / spin down) (Ha): -0.149 / -0.149

Element x y z (Å)
C  -1.60  -0.63  0.20
C  -2.31  0.09  -0.79
C  -1.91  -0.41  -2.08
H  -3.08  0.84  -0.62
C  -0.93  -1.46  -1.85
C  -0.74  -1.56  -0.43
H  -0.13  -2.32  0.07
H  -1.75  -0.53  1.27
H  -2.38  -0.20  -3.04
H  -0.62  -2.19  -2.59
Bi  0.38  0.79  -1.90
Si  -0.54  0.77  -6.10
C  -0.11  2.29  -7.09
C  1.00  2.39  -7.95
H  1.76  1.60  -7.99
C  1.14  3.51  -8.77
H  2.00  3.59  -9.43
C  0.16  4.52  -8.78
H  0.23  5.34  -9.49
C  -0.88  4.46  -7.86
H  -1.62  5.25  -7.81
C  -1.00  3.37  -6.99
H  -1.81  3.34  -6.25
C  -0.42  -0.57  -7.45
C  -1.64  -0.72  -8.15
H  -2.55  -0.24  -7.77
C  -1.70  -1.50  -9.31
H  -2.67  -1.67  -9.79
C  -0.54  -2.06  -9.85
H  -0.57  -2.62  -10.78
C  0.68  -1.90  -9.18
H  1.60  -2.34  -9.58
C  0.71  -1.23  -7.96
H  1.75  -1.21  -7.43
H  -1.91  0.75  -5.56
Si  2.41  -1.59  -5.82
C  1.47  -2.90  -4.90
C  0.09  -3.18  -4.97
H  -0.54  -2.66  -5.70
C  -0.47  -4.19  -4.15
H  -1.52  -4.48  -4.25
C  0.33  -4.86  -3.22
H  -0.10  -5.63  -2.57
C  1.69  -4.56  -3.12
H  2.33  -5.06  -2.38
C  2.27  -3.64  -4.00
H  3.35  -3.47  -4.00
C  1.97  0.12  -5.32
C  0.63  0.45  -4.73
H  0.18  -0.42  -4.21
C  0.49  1.81  -4.09
H  -0.51  2.27  -4.04
C  1.62  2.69  -4.09
H  1.52  3.67  -3.60
C  2.77  2.35  -4.76
H  3.58  3.07  -4.83
C  2.95  1.09  -5.37
H  3.90  0.83  -5.85
H  3.79  -1.76  -5.75
Cl  2.37  -0.67  -2.31
C  -0.17  3.82  2.77
O  0.59  2.57  2.74
C  0.74  2.03  1.51
O  0.32  2.50  0.44
N  1.43  0.86  1.59
N  1.83  0.26  0.38
H  -1.21  3.62  2.51
H  0.27  4.54  2.08
H  -0.08  4.15  3.81
H  1.83  0.58  2.49
H  2.79  0.54  0.13
H  1.83  -0.76  0.47

Which of them is most stable? Easy: version A.

Version A
A 11-piece molecular cluster, H24NO10 overall, computed with wB97M-V/def2-TZVPD.

Calculated values
HOMO-LUMO gap (eV): 10.670
Total charge: +1
Lowest unoccupied orbital energy (Ha): -0.113

Element x y z (Å)
N  -8.99  -6.57  -4.81
H  -8.31  -6.20  -4.22
H  -9.87  -6.21  -4.55
H  -8.96  -7.53  -4.97
H  -8.73  -6.11  -5.69
O  -9.79  -8.52  -2.78
H  -9.79  -9.47  -3.00
H  -10.68  -8.19  -2.94
O  -7.94  -7.31  -1.13
H  -8.59  -7.56  -1.77
H  -7.16  -7.30  -1.72
O  -9.19  -3.75  -5.44
H  -8.59  -3.52  -6.13
H  -10.08  -3.83  -5.82
O  -9.98  -5.57  -2.15
H  -10.17  -4.78  -1.63
H  -9.32  -6.00  -1.60
O  -9.05  -10.53  -4.77
H  -9.96  -10.26  -4.98
H  -8.41  -9.85  -4.98
O  -9.23  -6.05  -8.18
H  -9.95  -5.57  -8.53
H  -8.58  -5.69  -8.81
O  -11.56  -7.56  -6.36
H  -11.72  -8.20  -5.64
H  -12.02  -7.77  -7.15
O  -12.16  -7.35  -3.42
H  -12.08  -6.38  -3.42
H  -12.89  -7.42  -2.84
O  -9.36  -9.09  -6.95
H  -10.18  -8.63  -7.04
H  -9.49  -9.81  -7.57
O  -6.71  -8.20  -4.14
H  -6.28  -8.15  -5.00
H  -6.18  -7.74  -3.48

Version B
A 11-piece molecular cluster, H24NO10 overall, computed with wB97M-V/def2-TZVPD.

Calculated values
HOMO-LUMO gap (eV): 10.793
Total charge: +1
Lowest unoccupied orbital energy (Ha): -0.101

Element x y z (Å)
N  -1.94  -0.31  -0.41
H  -1.87  -1.18  0.01
H  -1.89  0.24  0.42
H  -1.08  -0.05  -0.88
H  -2.85  -0.20  -0.88
H  2.76  1.17  -3.31
H  3.38  0.29  -2.26
O  2.63  0.34  -2.83
H  0.63  -4.57  1.82
H  0.00  -4.15  3.25
O  0.16  -3.96  2.40
H  0.78  1.28  -0.72
H  1.29  0.49  -1.87
O  0.60  0.46  -1.15
H  -1.09  3.32  1.16
H  -1.68  2.92  -0.05
O  -1.22  2.54  0.65
H  1.12  3.60  -1.22
H  0.98  3.09  0.17
O  1.37  2.94  -0.62
H  2.57  1.22  -0.12
H  2.75  -0.13  -0.59
O  3.26  0.65  -0.47
H  -0.94  -3.71  -2.99
H  -0.83  -2.31  -3.00
O  -0.26  -3.02  -2.77
H  -2.24  -3.29  0.87
H  -3.77  -2.83  0.78
O  -2.85  -2.57  0.64
H  -1.09  -0.54  2.87
H  -1.49  1.01  2.66
O  -1.12  0.21  2.29
H  1.18  1.58  1.85
H  1.77  2.91  2.28
O  0.95  2.57  2.05

Version C
A 11-piece molecular cluster, H24NO10 overall, computed with wB97M-V/def2-TZVPD.

Calculated values
HOMO-LUMO gap (eV): 10.893
Total charge: +1
Lowest unoccupied orbital energy (Ha): -0.107

Element x y z (Å)
N  -0.33  -0.31  -0.21
H  0.04  -0.43  -1.11
H  -1.07  -0.99  -0.07
H  -0.72  0.56  0.05
H  0.37  -0.55  0.37
O  1.85  0.16  -3.37
H  1.76  1.08  -3.21
H  2.57  -0.12  -2.71
O  -1.48  3.11  2.04
H  -1.33  2.22  2.39
H  -1.43  3.66  2.77
O  -3.21  0.48  0.28
H  -3.63  1.10  -0.22
H  -3.27  0.73  1.16
O  3.01  -1.39  -0.64
H  3.59  -1.86  0.05
H  2.95  -0.47  -0.29
O  -1.76  -0.71  -3.08
H  -2.43  -0.02  -3.29
H  -1.14  -0.44  -3.89
O  2.34  -2.59  2.40
H  2.92  -3.43  2.68
H  1.49  -2.75  1.80
O  -1.24  2.55  -1.60
H  -1.94  1.95  -1.71
H  -1.26  3.29  -2.16
O  -0.70  0.44  2.68
H  -0.03  0.69  3.19
H  -1.03  -0.33  3.17
O  -0.60  -3.15  1.15
H  -1.33  -3.52  1.65
H  -0.92  -3.71  0.40
O  2.50  1.38  -0.05
H  3.12  1.75  0.44
H  2.38  1.62  -1.02

Which of them is most stable? Easy: version A.

Version A
C6H8N2O as an isolated structure, computed with wB97M-V/def2-TZVPD.

Calculated values
HOMO-LUMO gap (eV): 9.954
Total charge: 0
Lowest unoccupied orbital energy (Ha): 0.028

Element x y z (Å)
C  -2.50  -0.97  0.24
C  -1.44  0.10  -0.03
C  -0.02  -0.34  -0.12
C  1.74  -1.44  -0.05
C  2.12  -0.15  0.00
C  0.87  2.08  0.17
H  -2.09  -1.89  -0.67
H  -3.65  -0.58  0.16
H  -2.38  -1.49  1.24
H  2.50  -2.42  -0.15
H  3.02  0.32  0.09
H  2.00  2.23  0.23
H  0.05  2.27  1.07
H  0.44  2.61  -0.76
N  0.42  -1.49  -0.07
N  0.97  0.56  0.08
O  -1.79  1.22  -0.32

Version B
C6H8N2O in the gas phase, computed with wB97M-V/def2-TZVPD.

Calculated values
HOMO-LUMO gap (eV): 9.493
Total charge: 0
Lowest unoccupied orbital energy (Ha): 0.015

Element x y z (Å)
C  -0.71  0.98  2.37
C  -0.63  -0.02  1.34
C  -0.06  0.33  -0.02
C  0.54  1.44  -1.70
C  0.84  0.12  -2.00
C  0.54  -2.04  -0.71
H  0.41  1.53  2.68
H  -1.19  0.70  3.38
H  -1.23  1.83  1.91
H  0.66  2.26  -2.16
H  1.13  -0.18  -2.86
H  1.06  -2.37  0.01
H  0.77  -2.41  -1.50
H  -0.56  -2.43  -0.52
N  0.02  1.51  -0.46
N  0.41  -0.66  -0.88
O  -0.91  -1.22  1.61

Which of them is most stable? Easy: version A.

Version A
A 3-piece molecular cluster, C3H10O3S overall, computed with wB97M-V/def2-TZVPD.

Calculated values
HOMO-LUMO gap (eV): 10.055
Total charge: 0
Lowest unoccupied orbital energy (Ha): 0.019

Element x y z (Å)
O  1.65  -0.31  2.22
C  0.61  -0.79  1.75
C  0.29  -0.77  0.16
C  1.47  -0.15  -0.66
S  0.68  0.68  -2.18
H  -0.16  -1.15  2.46
H  0.21  -1.79  -0.08
H  -0.57  -0.10  0.05
H  2.27  -0.85  -1.03
H  1.96  0.54  -0.05
H  1.82  1.24  -2.54
H  -2.55  2.76  2.39
H  -0.94  2.74  2.35
O  -1.83  2.21  2.08
H  -2.41  -1.38  -2.06
H  -0.90  -1.12  -2.46
O  -1.60  -1.77  -2.39

Version B
A 3-piece molecular cluster, C3H10O3S overall, computed with wB97M-V/def2-TZVPD.

Calculated values
HOMO-LUMO gap (eV): 9.690
Total charge: 0
Lowest unoccupied orbital energy (Ha): 0.021

Element x y z (Å)
O  -2.87  -0.14  -0.53
C  -1.78  0.25  -0.86
C  -0.49  -0.46  -0.39
C  0.57  0.64  -0.07
S  1.46  -0.04  1.47
H  -1.49  1.18  -1.59
H  -0.23  -1.13  -1.18
H  -0.74  -0.99  0.54
H  1.16  0.75  -0.97
H  -0.01  1.52  0.02
H  0.90  0.83  2.20
H  -2.49  -0.64  1.54
H  -2.41  -0.31  3.08
O  -1.93  -0.27  2.24
H  3.84  -0.59  -1.18
H  2.83  -0.45  -2.32
O  3.69  -0.14  -1.99

Which of them is most stable? Easy: version A.

Version A
A 3-piece molecular cluster, C3H10O3S overall, computed with wB97M-V/def2-TZVPD.

Calculated values
HOMO-LUMO gap (eV): 9.148
Total charge: 0
Lowest unoccupied orbital energy (Ha): -0.001

Element x y z (Å)
O  -1.60  0.74  1.51
C  -1.67  -0.45  1.04
C  -0.55  -1.08  0.42
C  -0.40  -0.89  -1.03
S  -0.67  0.70  -1.79
H  -2.55  -1.07  1.26
H  -0.41  -2.19  0.64
H  0.34  -0.69  0.98
H  0.63  -0.92  -1.23
H  -1.00  -1.48  -1.78
H  0.38  1.41  -1.35
H  -0.48  1.81  2.42
H  0.68  1.52  3.27
O  0.16  2.31  3.05
H  2.28  0.46  -1.76
H  2.56  0.12  -3.22
O  2.30  -0.32  -2.44

Version B
A 3-piece molecular cluster, C3H10O3S overall, computed with wB97M-V/def2-TZVPD.

Calculated values
HOMO-LUMO gap (eV): 9.531
Total charge: 0
Lowest unoccupied orbital energy (Ha): 0.005

Element x y z (Å)
O  2.58  0.56  -1.11
C  2.02  0.03  -0.14
C  0.47  -0.23  -0.08
C  0.25  -0.96  1.20
S  -1.51  -0.71  1.78
H  2.60  -0.65  0.42
H  -0.02  0.79  -0.24
H  0.07  -0.95  -0.85
H  0.79  -0.54  2.09
H  0.36  -1.94  1.17
H  -2.05  -1.49  0.81
H  5.09  0.28  -3.60
H  4.32  0.31  -2.23
O  4.33  -0.08  -3.15
H  -5.12  1.58  0.02
H  -6.19  2.63  -0.14
O  -5.94  1.81  0.30

Which of them is most stable? Easy: version B.

Version A
C3H7NS2 in the gas phase, computed with wB97M-V/def2-TZVPD.

Calculated values
HOMO-LUMO gap (eV): 9.529
Total charge: 0
Lowest unoccupied orbital energy (Ha): 0.019

Element x y z (Å)
C  -0.30  1.30  1.73
C  0.65  -0.50  0.06
C  1.89  -1.25  0.35
H  -0.48  2.53  1.74
H  0.19  0.92  2.75
H  -1.10  0.71  1.48
H  2.68  -1.08  -0.25
H  1.59  -2.28  0.19
H  2.21  -1.38  1.47
H  -1.69  0.82  -0.97
N  -0.32  -1.11  -0.46
S  0.85  1.27  0.19
S  -1.76  -0.63  -1.20

Version B
C3H7NS2 in the gas phase, computed with wB97M-V/def2-TZVPD.

Calculated values
HOMO-LUMO gap (eV): 8.871
Total charge: 0
Lowest unoccupied orbital energy (Ha): 0.024

Element x y z (Å)
C  2.48  -0.22  -0.10
C  0.05  0.07  -0.12
C  -2.76  0.35  0.06
H  2.53  0.86  -0.06
H  3.04  -0.60  0.77
H  3.07  -0.66  -0.95
H  0.94  -1.66  0.33
H  -2.91  0.92  -0.81
H  -2.58  0.96  0.93
H  -3.62  -0.27  0.25
N  1.13  -0.66  0.05
S  0.02  1.72  -0.12
S  -1.40  -0.82  -0.22

Version C
C3H7NS2 in the gas phase, computed with wB97M-V/def2-TZVPD.

Calculated values
HOMO-LUMO gap (eV): 9.063
Total charge: 0
Lowest unoccupied orbital energy (Ha): 0.024

Element x y z (Å)
C  0.22  1.39  1.81
C  -0.70  0.09  1.12
C  -0.53  -1.12  -1.44
H  0.90  0.90  2.42
H  -0.65  1.90  2.43
H  0.85  2.13  0.90
H  -1.78  0.57  0.87
H  -0.94  -1.00  1.56
H  -1.41  -1.70  -1.12
H  2.18  -0.17  -2.54
N  0.04  -1.75  -2.44
S  0.15  0.07  -0.51
S  1.66  -1.33  -3.06

Version D
C3H7NS2 in the gas phase, computed with wB97M-V/def2-TZVPD.

Calculated values
HOMO-LUMO gap (eV): 9.030
Total charge: 0
Lowest unoccupied orbital energy (Ha): 0.024

Element x y z (Å)
C  -2.16  -0.38  -0.01
C  0.00  0.72  -0.18
C  2.40  -0.51  0.08
H  -3.12  -0.18  -0.48
H  -1.70  -1.33  -0.40
H  -2.32  -0.75  1.07
H  -1.67  1.73  -0.06
H  2.61  -1.12  0.93
H  2.55  0.60  0.30
H  3.11  -0.81  -0.65
N  -1.32  0.79  -0.14
S  0.85  2.13  -0.14
S  0.76  -0.87  -0.31

Which of them is most stable? Easy: version B.

Version A
C2H4ClNS in the gas phase, computed with wB97M-V/def2-TZVPD.

Calculated values
HOMO-LUMO gap (eV): 9.908
Total charge: 0
Lowest unoccupied orbital energy (Ha): 0.023

Element x y z (Å)
C  -0.73  -0.48  -0.67
C  -0.69  0.22  0.59
H  2.50  -1.60  -1.20
H  -1.62  -0.52  -1.33
H  -1.13  -0.24  1.38
H  0.39  0.39  0.72
N  0.30  -1.15  -1.10
S  1.70  -1.31  -0.15
Cl  -1.23  1.92  0.65

Version B
A 2-piece molecular cluster, C2H4ClNS overall, computed with wB97M-V/def2-TZVPD.

Calculated values
HOMO-LUMO gap (eV): 8.846
Total charge: 0
Lowest unoccupied orbital energy (Ha): -0.016

Element x y z (Å)
C  -4.03  1.47  -0.37
C  -1.07  0.09  0.44
N  -1.21  -0.55  -0.84
S  -4.37  0.98  1.02
Cl  -1.37  -2.36  -0.85
H  -2.05  -0.27  -1.42
H  -0.96  1.20  0.19
H  -2.08  -0.03  1.11
H  -0.09  -0.16  0.83

Version C
C2H4ClNS in the gas phase, computed with wB97M-V/def2-TZVPD.

Calculated values
HOMO-LUMO gap (eV): 8.904
Total charge: 0
Lowest unoccupied orbital energy (Ha): 0.013

Element x y z (Å)
C  0.50  -0.21  -0.05
C  -0.80  -0.37  0.76
H  1.51  0.91  -1.28
H  0.19  1.75  -0.48
H  -0.78  -1.26  1.50
H  -1.09  0.68  1.01
N  0.83  1.00  -0.54
S  1.47  -1.54  -0.30
Cl  -1.84  -0.96  -0.62

Which of them is most stable? Easy: version C.

Version A
A 2-piece molecular cluster, Br2ClHNP overall, computed with wB97M-V/def2-TZVPD.

Calculated values
HOMO-LUMO gap (eV): 8.081
Total charge: 0
Lowest unoccupied orbital energy (Ha): -0.046

Element x y z (Å)
N  -1.73  0.73  -0.11
P  -0.29  0.71  -0.65
Cl  1.62  -2.91  0.88
Br  2.29  -1.22  -0.20
Br  0.73  2.28  0.46
H  -2.61  0.41  -0.39

Version B
A 2-piece molecular cluster, Br2ClHNP overall, computed with wB97M-V/def2-TZVPD.

Calculated values
HOMO-LUMO gap (spin up / spin down) (eV): 7.667 / 6.043
Total charge: 0
Lowest unoccupied orbital energy (spin up / spin down) (Ha): -0.104 / -0.133

Element x y z (Å)
N  0.28  -0.49  0.77
P  -0.41  0.14  -0.53
Cl  -0.66  -1.26  -1.92
Br  3.55  0.92  -0.03
Br  -2.60  0.72  0.19
H  -0.17  -0.03  1.52

Which of them is most stable? Easy: version A.